13
Properties=species:S:1:pos:R:3 method="wB97M-V/def2-TZVPD" homo_ev=-8.6 lumo_ev=0.85 total_energy_ha=-323.6703 relative_energy_kj_mol=290.43 orbital_gap_ev=9.42 molar_mass_g_mol=89.1
O -1.13 -0.92 -0.36
O 0.79 1.21 0.90
N 0.86 -1.71 0.36
C -0.57 0.27 -0.92
C -0.45 -1.94 0.20
C -0.38 1.38 0.10
H -1.30 0.59 -1.67
H 1.39 -2.48 0.74
H -0.26 2.33 -0.42
H 0.38 0.07 -1.44
H 0.57 0.59 1.61
H 1.38 -0.85 0.17
H -1.28 1.45 0.72